Model P:
Entry from OMol25: the ion C6H10N with charge +1 (wB97M-V/def2-TZVPD).

Results
- net charge = +1
- E_LUMO (Eh) = -0.158
- SMILES = C/[NH+]=C\[C@H]1C=C1C
- HOMO level (hartree) = -0.50606
- frontier orbital gap (eV) = 9.5

The geometry in XYZ format:
```
17
C6H10N wB97M-V/def2-TZVPD
C -2.759 -0.441 -0.551
N -1.939 0.027 0.594
C -0.686 0.448 0.629
C 0.409 0.582 -0.355
C 1.510 1.500 -0.229
C 2.055 0.324 -0.097
C 2.736 -0.909 0.214
H -2.049 -0.945 -1.321
H -3.589 -1.021 -0.321
H -3.218 0.521 -0.911
H -2.531 -0.037 1.483
H -0.264 0.766 1.631
H 0.091 0.437 -1.349
H 1.501 2.556 -0.016
H 2.498 -1.210 1.146
H 3.790 -0.839 -0.064
H 2.446 -1.761 -0.485
```



Model Q:
Entry from OMol25: the ion C6H10N with charge +1 (wB97M-V/def2-TZVPD).

Results
- net charge = +1
- E_LUMO (Eh) = -0.121
- SMILES = C=C1[C@H]2CC[N@@+]12C
- HOMO level (hartree) = -0.56324
- frontier orbital gap (eV) = 12.0

The geometry in XYZ format:
```
17
C6H10N wB97M-V/def2-TZVPD
C -1.340 -1.896 -0.202
C -0.677 -0.882 0.264
C 0.312 -0.326 1.161
C 1.745 -0.269 0.577
C 1.159 0.411 -0.677
N -0.168 0.449 -0.051
C -1.012 1.541 -0.313
H -1.875 -1.886 -1.143
H -1.460 -2.739 0.431
H -0.075 0.018 2.120
H 2.099 -1.366 0.542
H 2.445 0.332 1.049
H 1.615 1.259 -1.018
H 1.052 -0.200 -1.507
H -0.523 2.369 0.073
H -1.206 1.701 -1.467
H -2.092 1.482 0.160
```



Model R:
Entry from OMol25: a cluster of 2 separate species, C6H10N in total (wB97M-V/def2-TZVPD).

Results
- net charge = +1
- E_LUMO (Eh) = -0.172
- HOMO level (hartree) = -0.51719
- frontier orbital gap (eV) = 9.4

The geometry in XYZ format:
```
17
C6H10N wB97M-V/def2-TZVPD
C 2.154 -1.820 0.047
C 3.141 -2.428 -0.243
C -0.326 -1.839 -0.561
C -0.448 -0.414 -1.269
C 0.931 -1.154 0.136
C 0.570 0.130 -0.427
N 1.198 1.213 -0.296
H -4.376 0.326 -4.705
H 4.059 -3.042 -0.453
H -1.027 -2.062 0.191
H -0.123 -2.780 -1.186
H 0.014 -0.530 -2.335
H -1.506 0.034 -1.201
H 0.583 -0.942 1.207
H -4.806 0.954 -4.721
H 2.140 1.371 0.192
H 1.076 2.028 -0.929
```



Model S:
Entry from OMol25: a structure of composition C6H10N (wB97M-V/def2-TZVPD).

Results
- net charge = +1
- E_LUMO (spin up / spin down) (Eh) = -0.176 / -0.146
- HOMO level (spin up / spin down) (hartree) = -0.49323 / -0.45411
- frontier orbital gap (spin up / spin down) (eV) = 8.6 / 8.4

The geometry in XYZ format:
```
17
C6H10N wB97M-V/def2-TZVPD
C 0.884 1.797 0.637
C 0.473 0.838 0.010
C 1.985 3.441 1.132
C -0.208 -0.156 -0.550
C -0.269 -2.287 0.972
C -0.128 -1.704 -0.481
N -1.311 0.459 -1.360
H 1.605 4.186 0.506
H 2.774 3.222 1.805
H 0.002 -1.627 1.776
H 0.346 -3.185 1.021
H -1.253 -2.716 1.305
H 0.778 -1.999 -0.847
H -0.934 -2.023 -1.187
H -1.362 1.493 -1.243
H -2.274 0.117 -1.114
H -1.109 0.143 -2.382
```



Relative to the most stable structure, the computed energies are model P 0.000; model Q 0.104; model R 1.083; model S 4.243, all in eV.



Model P:
Entry from OMol25: the ion C6H10N with charge +1 (wB97M-V/def2-TZVPD).

Results
- net charge = +1
- E_LUMO (Eh) = -0.194
- SMILES = CC1(C)[N+]2=C[C@]21C
- HOMO level (hartree) = -0.58156
- frontier orbital gap (eV) = 10.5

The geometry in XYZ format:
```
17
C6H10N wB97M-V/def2-TZVPD
C -1.436 0.466 -0.822
C -0.240 0.403 0.150
C -0.773 0.971 1.472
N 0.867 1.152 -0.412
C 1.847 0.533 0.114
C 0.936 -0.602 0.021
C 0.813 -1.865 -0.653
H -2.360 0.736 -0.419
H -1.607 -0.509 -1.272
H -1.113 1.196 -1.586
H -0.766 1.981 1.465
H 0.064 0.843 2.252
H -1.631 0.486 1.844
H 2.892 0.730 0.262
H -0.204 -2.353 -0.727
H 1.404 -2.459 -0.039
H 1.308 -1.707 -1.650
```



Model Q:
Entry from OMol25: a structure of composition C6H10N (wB97M-V/def2-TZVPD).

Results
- net charge = +1
- E_LUMO (Eh) = -0.153
- HOMO level (hartree) = -0.51247
- frontier orbital gap (eV) = 9.8

The geometry in XYZ format:
```
17
C6H10N wB97M-V/def2-TZVPD
C -0.441 -1.338 -0.729
C 0.693 -0.539 -0.171
C -1.225 -0.177 -0.185
C 0.000 0.675 -0.050
C 2.100 -0.892 0.190
C 0.208 2.102 0.144
N -2.496 -0.218 0.241
H -0.352 -1.368 -1.805
H -0.505 -2.404 -0.207
H 2.825 -0.308 -0.401
H 2.428 -1.940 0.138
H 2.099 -0.442 1.285
H 0.376 2.558 -0.735
H 1.087 2.209 0.838
H -0.673 2.514 0.615
H -3.176 -0.928 -0.104
H -2.948 0.497 0.936
```



Model R:
Entry from OMol25: the ion C6H10N with charge +1 (wB97M-V/def2-TZVPD).

Results
- net charge = +1
- E_LUMO (Eh) = -0.201
- SMILES = C[N+]1(C)C#CCC1
- HOMO level (hartree) = -0.52739
- frontier orbital gap (eV) = 8.9

The geometry in XYZ format:
```
17
C6H10N wB97M-V/def2-TZVPD
C -0.724 -0.818 -1.271
N -0.081 -0.512 -0.058
C 1.338 -0.888 0.019
C -0.693 -1.353 1.015
C -0.898 -0.447 1.853
C -0.840 0.969 2.100
C -0.314 0.956 0.353
H -1.711 -0.481 -1.275
H -0.105 -0.302 -2.034
H -0.706 -1.929 -1.523
H 1.792 -0.217 -0.577
H 1.763 -0.707 1.091
H 1.720 -1.934 -0.162
H -1.777 1.575 2.000
H -0.121 1.445 2.748
H -1.220 1.445 0.014
H 0.574 1.587 0.219
```



Model S:
Entry from OMol25: a structure of composition C6H10N (wB97M-V/def2-TZVPD).

Results
- net charge = +1
- E_LUMO (Eh) = -0.190
- HOMO level (hartree) = -0.49679
- frontier orbital gap (eV) = 8.3

The geometry in XYZ format:
```
17
C6H10N wB97M-V/def2-TZVPD
C 0.598 -0.701 -1.241
C 0.997 0.448 -0.700
C -0.190 0.180 0.360
C 1.908 1.558 -0.773
C -0.746 0.797 1.537
C -1.495 -1.974 -0.076
N -0.499 -0.873 -0.317
H 0.638 -1.299 -2.123
H 1.396 2.412 -0.323
H 2.079 1.875 -1.835
H 2.885 1.332 -0.069
H 0.152 1.096 2.028
H -1.284 0.113 2.071
H -1.365 1.693 1.244
H -2.448 -1.787 -0.510
H -1.534 -1.893 1.022
H -1.089 -2.978 -0.297
```



Relative to the most stable structure, the computed energies are model P 2.496; model Q 0.000; model R 5.239; model S 1.707, all in eV.



Model P:
Entry from OMol25: the ion C6H10N with charge +1 (wB97M-V/def2-TZVPD).

Results
- net charge = +1
- E_LUMO (Eh) = -0.160
- HOMO level (hartree) = -0.50296
- frontier orbital gap (eV) = 9.3

The geometry in XYZ format:
```
17
C6H10N wB97M-V/def2-TZVPD
C 1.253 -0.226 -0.564
C 2.197 -0.425 -1.469
C 1.243 -0.719 0.854
C -0.089 0.380 -0.774
C -0.868 0.019 0.442
C -2.234 -0.416 0.743
N -0.444 1.404 0.258
H 2.101 -0.060 -2.476
H 3.103 -0.953 -1.230
H 1.285 -1.781 1.026
H 1.574 -0.084 1.658
H -0.488 0.578 -1.764
H -2.916 -0.163 -0.075
H -2.592 0.043 1.664
H -2.261 -1.497 0.868
H 0.295 1.810 0.830
H -1.160 2.089 0.009
```



Model Q:
Entry from OMol25: a cluster of 2 separate species, C6H10N in total (wB97M-V/def2-TZVPD).

Results
- net charge = +1
- E_LUMO (Eh) = -0.145
- HOMO level (hartree) = -0.49507
- frontier orbital gap (eV) = 9.5

The geometry in XYZ format:
```
17
C6H10N wB97M-V/def2-TZVPD
C -3.390 -0.211 0.242
C -2.336 0.491 -0.009
C 1.777 0.987 -0.928
C 2.408 0.381 0.273
C -0.190 -0.237 0.635
C 1.027 -0.011 -0.103
N 0.447 -1.339 -0.134
H -4.343 0.196 -0.256
H -3.564 -0.916 1.018
H -1.888 1.221 -0.641
H 1.477 2.093 -0.724
H 2.215 0.815 -1.929
H 3.139 -0.442 0.293
H 2.489 1.000 1.189
H -0.159 -0.404 1.710
H 1.006 -1.905 0.339
H -0.115 -1.717 -0.975
```



Model R:
Entry from OMol25: the ion C6H10N with charge +1 (wB97M-V/def2-TZVPD).

Results
- net charge = +1
- E_LUMO (Eh) = -0.136
- SMILES = [NH3+][C@@]12C=C[C@@H]1CC2
- HOMO level (hartree) = -0.51692
- frontier orbital gap (eV) = 10.4

The geometry in XYZ format:
```
17
C6H10N wB97M-V/def2-TZVPD
N 0.066 -0.901 -1.781
C 0.089 -0.054 -0.540
C -0.925 1.065 -0.551
C -1.652 0.626 0.478
C -0.647 -0.560 0.748
C 0.620 -0.119 1.539
C 1.320 0.449 0.258
H 0.912 -0.620 -2.274
H -0.718 -0.605 -2.374
H -0.088 -1.850 -1.467
H -0.923 1.949 -1.170
H -2.439 0.819 1.170
H -1.150 -1.417 0.955
H 1.221 -0.906 2.017
H 0.667 0.614 2.432
H 1.461 1.559 0.464
H 2.184 -0.050 0.097
```



Relative to the most stable structure, the computed energies are model P 0.813; model Q 3.193; model R 0.000, all in eV.



Model P:
Entry from OMol25: the molecule C5H7NO (wB97M-V/def2-TZVPD).

Results
- net charge = 0
- E_LUMO (Eh) = 0.036
- SMILES = C[C@]12N[C@H]1CC2=O
- HOMO level (hartree) = -0.34093
- frontier orbital gap (eV) = 10.3

The geometry in XYZ format:
```
14
C5H7NO wB97M-V/def2-TZVPD
C -1.909 -0.207 0.006
C -0.460 0.111 0.066
N 0.133 -0.796 1.201
C 0.800 0.397 0.916
C 1.666 0.308 -0.347
C 0.382 0.476 -1.134
O 0.111 0.973 -2.204
H -2.527 0.451 -0.601
H -2.281 -0.349 1.017
H -1.889 -1.193 -0.487
H 0.539 -1.663 0.871
H 0.952 1.157 1.669
H 2.023 -0.705 -0.569
H 2.460 1.040 -0.404
```



Model Q:
Entry from OMol25: a cluster of 2 separate species, C5H7NO in total (wB97M-V/def2-TZVPD).

Results
- net charge = 0
- E_LUMO (Eh) = -0.035
- SMILES = CC1=CC=NC1=O.[H][H]
- HOMO level (hartree) = -0.37000
- frontier orbital gap (eV) = 9.1

The geometry in XYZ format:
```
14
C5H7NO wB97M-V/def2-TZVPD
C -1.513 0.365 -0.123
C -0.120 0.309 0.396
C 0.580 1.126 1.184
C 1.919 0.488 1.373
N 2.082 -0.627 0.764
C 0.821 -0.852 0.090
O 0.576 -1.804 -0.587
H -2.026 1.271 0.211
H -2.078 -0.508 0.222
H -1.524 0.333 -1.218
H 0.271 2.066 1.625
H 2.712 0.916 1.983
H -1.078 -1.425 -3.229
H -0.621 -1.658 -2.689
```



Model R:
Entry from OMol25: a structure of composition C5H7NO (wB97M-V/def2-TZVPD).

Results
- net charge = 0
- E_LUMO (Eh) = 0.037
- HOMO level (hartree) = -0.34005
- frontier orbital gap (eV) = 10.3

The geometry in XYZ format:
```
14
C5H7NO wB97M-V/def2-TZVPD
C 0.096 0.272 1.664
C 0.601 0.280 -0.319
C 0.362 -0.438 -1.591
C -0.964 -0.117 -1.573
C -0.516 -0.202 0.411
H -0.098 -0.433 2.542
H -0.117 1.361 2.180
H 1.564 -0.963 1.029
H 0.506 1.419 -0.397
H 0.996 -0.287 -2.654
H -1.908 -0.176 -2.120
H -0.413 -1.245 0.395
N 1.524 0.171 0.886
O -1.632 0.359 -0.451
```



Model S:
Entry from OMol25: a cluster of 2 separate species, C5H7NO in total (wB97M-V/def2-TZVPD).

Results
- net charge = 0
- E_LUMO (Eh) = 0.022
- SMILES = [H]/N=C/C1C=C1.C=O
- HOMO level (hartree) = -0.35454
- frontier orbital gap (eV) = 10.3

The geometry in XYZ format:
```
14
C5H7NO wB97M-V/def2-TZVPD
H 0.080 0.040 -3.345
N -0.247 0.715 -2.653
C 0.234 0.437 -1.510
C -0.093 1.277 -0.326
C -0.116 0.677 1.058
C 0.903 1.425 0.798
H 0.904 -0.415 -1.315
H -0.766 2.103 -0.570
H -0.690 0.075 1.746
H 1.819 1.909 1.099
C 1.404 -2.227 1.009
O 1.199 -2.601 -0.118
H 2.267 -1.585 1.273
H 0.738 -2.507 1.851
```



Relative to the most stable structure, the computed energies are model P 1.110; model Q 0.000; model R 4.716; model S 2.156, all in eV.



Model P:
Entry from OMol25: the molecule C5H7NO (wB97M-V/def2-TZVPD).

Results
- net charge = 0
- E_LUMO (Eh) = 0.017
- SMILES = CC(=O)[C@@H](C)C#N
- HOMO level (hartree) = -0.36654
- frontier orbital gap (eV) = 10.4

The geometry in XYZ format:
```
14
C5H7NO wB97M-V/def2-TZVPD
C -1.777 -0.768 0.456
C -0.843 0.345 0.468
O -0.971 1.314 1.170
C 0.362 0.210 -0.510
C 1.596 0.998 -0.068
C 0.686 -1.176 -0.879
N 0.894 -2.289 -1.126
H -2.698 -0.620 1.053
H -0.738 -1.063 1.206
H -2.018 -1.246 -0.537
H -0.080 0.687 -1.394
H 2.076 0.521 0.792
H 2.328 1.067 -0.879
H 1.279 2.001 0.222
```



Model Q:
Entry from OMol25: a cluster of 2 separate species, C5H7NO in total (wB97M-V/def2-TZVPD).

Results
- net charge = 0
- E_LUMO (Eh) = 0.016
- HOMO level (hartree) = -0.32393
- frontier orbital gap (eV) = 9.2

The geometry in XYZ format:
```
14
C5H7NO wB97M-V/def2-TZVPD
C 1.346 -0.024 1.521
C 0.531 -0.260 0.287
C 0.747 0.208 -0.986
C -0.516 0.008 -1.606
N -1.367 1.037 -1.634
O -1.127 -1.089 -1.046
C -0.796 -0.802 0.282
H 0.689 0.147 2.379
H 1.979 -0.886 1.755
H 1.992 0.851 1.412
H 1.485 0.929 -1.307
H -2.304 0.703 -1.867
H -1.485 0.692 -0.205
H -1.173 -1.513 1.014
```



Relative to the most stable structure, the computed energies are model P 0.000; model Q 2.617, all in eV.



Model P:
Entry from OMol25: the ion C6H16NO with charge +1 (wB97M-V/def2-TZVPD).

Results
- net charge = +1
- E_LUMO (Eh) = -0.121
- SMILES = CCCC[C@@H]([NH3+])CO
- HOMO level (hartree) = -0.54648
- frontier orbital gap (eV) = 11.6

The geometry in XYZ format:
```
24
C6H16NO wB97M-V/def2-TZVPD
C -0.213 0.900 2.680
C -1.088 0.113 1.697
C -0.347 -1.087 1.128
C 0.785 -0.751 0.158
C 0.356 0.151 -0.986
N 1.534 0.525 -1.854
C -0.622 -0.454 -1.937
O -0.861 0.454 -3.019
H -0.243 0.363 3.627
H 0.848 0.973 2.429
H -0.514 1.919 2.903
H -1.537 0.771 0.947
H -1.954 -0.167 2.265
H 0.083 -1.595 1.987
H -1.007 -1.871 0.747
H 1.558 -0.232 0.742
H 1.267 -1.680 -0.153
H 0.034 1.078 -0.515
H 2.199 1.008 -1.276
H 1.964 -0.345 -2.153
H 1.078 0.965 -2.668
H -0.225 -1.347 -2.423
H -1.576 -0.815 -1.543
H -1.519 1.124 -2.782
```



Model Q:
Entry from OMol25: the ion C6H16NO with charge +1 (wB97M-V/def2-TZVPD).

Results
- net charge = +1
- E_LUMO (Eh) = -0.142
- SMILES = [NH3+]CCCCCCO
- HOMO level (hartree) = -0.47933
- frontier orbital gap (eV) = 9.2

The geometry in XYZ format:
```
24
C6H16NO wB97M-V/def2-TZVPD
N -0.169 3.167 0.622
C -0.479 2.147 -0.416
C -0.996 0.830 0.029
C -0.698 -0.188 -1.191
C -0.658 -1.537 -0.456
C 0.656 -2.316 -0.405
C 1.811 -1.904 0.720
O 1.244 -1.312 1.891
H -0.811 3.304 1.377
H -0.113 4.184 0.187
H 0.699 2.919 1.032
H 0.458 1.916 -0.941
H -1.265 2.679 -1.154
H -2.048 0.973 0.193
H -0.604 0.375 0.927
H 0.230 0.089 -1.870
H -1.460 -0.179 -1.884
H -1.304 -2.199 -1.127
H -1.285 -1.677 0.448
H 0.369 -3.302 0.026
H 1.306 -2.555 -1.217
H 2.376 -1.054 0.391
H 2.412 -2.827 1.036
H 0.330 -1.532 1.782
```



Relative to the most stable structure, the computed energies are model P 0.000; model Q 2.362, all in eV.